Entry 1:
Here is a structure of composition C14H16F6N5O18S6Y at a distorted geometry from OMol25. Energies are from ωB97M-V with the def2-TZVPD basis set.

Summary:
- Calculated total energy: -5197.4526 hartree
- Molar mass: 937.60 g/mol
- <S²>: 1.767
- E_HOMO (spin up / spin down): 1.856 / -0.425 eV

```
! RIJCOSX wB97M-V def2-TZVPD def2/J DEFGRID3
* xyz -3 2
Y -0.6622 -0.0278 -0.3689
S -3.2224 0.2219 2.0483
S 1.8943 0.4933 1.8681
S 2.9386 0.3109 -0.2856
S -0.0615 -3.8373 -4.4025
S -3.7330 1.7013 0.1955
S 0.8874 -2.0771 -3.2108
F 0.4609 0.1773 2.5437
F 2.2440 0.7883 -1.6919
F -1.4822 -4.3503 -4.8707
F -2.5283 -1.2026 1.9914
F -2.8917 2.5202 -0.9090
F 1.2681 -0.8053 -4.0594
O 2.1342 1.8731 2.3036
O 0.5650 -1.4201 -1.9142
O 2.7283 -0.6213 2.2620
O 2.1231 -2.7690 -3.3301
O -4.6577 -0.1799 2.0759
O -2.6084 -1.6198 -1.7228
O -4.1045 2.6985 1.2214
O -0.4073 3.5239 1.8376
O 3.5853 -0.9343 -0.6142
O -2.5852 0.7632 3.2827
O 3.8456 1.4098 0.0832
O -0.4583 -2.2428 0.5012
O -0.6457 -4.4357 0.3325
O -4.7725 1.0869 -0.6141
O 0.7698 -3.9050 -5.6118
O -0.4100 2.5737 0.0148
O 0.2906 -4.8850 -3.3950
O -1.0899 0.6083 -2.8280
N -0.7094 -2.3941 -3.9586
N 0.0036 3.4953 0.7133
N -2.4516 0.7678 0.5914
N 1.3336 0.2402 0.4721
N -0.4252 -3.4042 0.9469
C 1.4307 -3.3446 2.6165
C -0.8662 -3.9139 3.1864
C 1.8157 3.9027 -0.9184
C 0.8631 -3.9450 4.8344
C -0.5167 -4.1348 4.5020
C -0.6303 1.9238 -3.3150
C 1.2613 5.7104 0.6970
C 1.0255 4.4407 0.1407
C 1.7826 -3.5928 3.9067
C 2.1908 6.5479 0.0160
C 2.9358 6.1082 -1.0909
C 2.7996 4.7417 -1.4699
C -3.4179 -2.4473 -1.0064
C 0.1033 -3.5181 2.2530
H -3.9588 -1.7359 -0.3824
H 0.3285 2.1886 -2.8693
H -0.5951 1.9472 -4.4042
H 3.6425 6.7345 -1.6151
H 0.8891 6.1350 1.6176
H 1.6230 2.9216 -1.3267
H -1.9138 -4.1365 3.0474
H 2.2193 7.5918 0.2916
H -1.3227 -4.3812 5.1774
H -1.3227 2.6773 -2.9396
H 1.1939 -4.2955 5.8009
H 2.8091 -3.5345 4.2373
H 3.3672 4.4336 -2.3355
H -4.1170 -2.9868 -1.6455
H 2.1078 -3.0585 1.8253
H -2.8929 -3.1212 -0.3294
*
```

=====

Entry 2:
Here is a cluster of 5 separate species, C16H44BrO19P4Si in total at a distorted geometry from OMol25. Energies are from ωB97M-V with the def2-TZVPD basis set.

Summary:
- Calculated total energy: -6294.4767 hartree
- Molar mass: 772.40 g/mol
- E_HOMO: -4.101 eV

```
! RIJCOSX wB97M-V def2-TZVPD def2/J DEFGRID3
* xyz -1 1
Br 1.3840 -1.1088 2.2739
P -1.5740 5.7019 -3.9255
P 4.7426 2.7765 5.1783
P -2.8979 0.4546 -0.2066
P -2.0158 -6.2572 -1.6935
Si 2.1127 -0.3507 0.2520
O -2.0931 6.0368 -5.4951
O -3.8093 -0.8121 -0.8802
O 3.6251 1.6730 5.6156
O -3.7137 0.3036 1.2054
O -2.8765 -6.4214 -0.3181
O 4.2983 4.1708 5.4293
O -2.3259 4.4117 -3.8224
O -1.6252 -0.3166 -0.1824
O -2.2643 1.8778 0.4008
O 4.4793 0.8948 -0.3936
O -0.0859 5.4782 -4.5562
O -1.2802 -4.8993 -1.1044
O 5.6527 2.5293 6.5731
O 4.6648 -0.7325 1.1014
O 4.3573 2.5968 3.5929
O -3.1334 -7.1316 -2.5973
O -0.8675 -7.1873 -1.7673
O 2.9144 -2.7603 -0.6660
O -0.9471 5.5520 -2.3543
C -1.9032 -3.6241 -1.4161
C 0.7282 4.4122 -4.0536
C 2.9867 1.8105 6.8744
C -4.2130 -6.3822 -3.1851
C 6.6514 1.4943 6.5082
C 5.1351 1.6143 2.8301
C -0.5140 6.7789 -1.7291
C -3.8712 -0.9936 1.7713
C 2.4832 -4.1116 -0.7310
C -5.0250 -0.4381 -1.5554
C -3.2254 -7.7307 0.1128
C 4.0047 -0.0011 0.3361
C -2.9460 3.1118 0.0919
C -2.0900 7.4166 -5.9132
C 2.5418 -4.7239 0.6899
C 1.8916 -1.8087 -0.9740
H -0.1386 6.5415 -0.7368
H 1.3039 4.0102 -4.8843
H 3.2101 -4.6349 -1.3693
H -2.4184 3.9298 0.5747
H -3.1949 -7.7481 1.2007
H 7.3908 1.7226 5.7384
H 2.1494 -1.3936 -1.9633
H -4.8050 -5.8869 -2.4088
H -3.9782 3.0804 0.4520
H -3.0868 -1.6760 1.4439
H -2.4261 7.4605 -6.9460
H -4.8457 -1.4000 1.4917
H -1.0841 7.8379 -5.8423
H 7.1527 1.4432 7.4728
H -2.9284 -3.6016 -1.0385
H -4.8518 -7.0745 -3.7289
H -1.3492 7.4754 -1.6342
H 6.1849 1.9178 2.8101
H 0.8827 -2.2272 -0.9438
H 1.9550 1.4786 6.7685
H 1.3459 0.8142 -0.2274
H 1.7000 -5.3830 0.9092
H -5.4997 -1.3422 -1.9316
H 0.1270 3.6155 -3.6176
H -2.9372 3.2764 -0.9881
H 3.4883 1.1779 7.6109
H -1.9071 -3.4671 -2.4971
H -3.8260 -0.8959 2.8542
H 3.5062 -5.2216 0.8203
H -5.7104 0.0624 -0.8636
H 1.4150 4.7985 -3.3013
H -3.8268 -5.6369 -3.8829
H 0.2875 7.2440 -2.3113
H -2.5358 -8.4812 -0.2740
H 2.5483 -3.8771 1.3820
H 1.5067 -4.2469 -1.2070
H 6.1885 0.5258 6.2960
H -4.2393 -7.9667 -0.2176
H -2.7767 8.0015 -5.2961
H 2.9938 2.8443 7.2223
H 5.0426 0.6266 3.2798
H -1.3290 -2.8284 -0.9495
H 4.7674 1.5773 1.8138
H -4.8080 0.2228 -2.3965
*
```